Record 1
Computed, not measured: C3H4FN3O in the gas phase at a distorted geometry, with wB97M-V/def2-TZVPD.

Computed properties:
ΔE to the lowest compared entry with this formula, charge and spin ... 118.21 kJ/mol
LUMO (alpha / beta) ... 0.8375 / -2.0266 eV
HOMO-LUMO gap (alpha / beta) ... 5.5 / 8.4 eV

```
! wB97M-V def2-TZVPD RIJCOSX def2/J DEFGRID3
* xyz 0 3
F -0.480 -2.245 1.670
O -1.532 -0.344 -2.035
N 0.538 0.611 0.694
N 0.001 -0.496 0.086
N -0.490 1.350 -1.055
C -0.779 0.001 -1.122
C 0.256 1.666 0.031
C 0.546 -1.655 1.030
H 0.550 2.659 0.299
H 1.163 -1.109 1.740
H 1.071 -2.403 0.433
H -0.844 1.964 -1.770
*
```

Mulliken charges in e: atom 1 (F): -0.24, atom 2 (O): -0.56, atom 3 (N): -0.65, atom 4 (N): 0.34, atom 5 (N): -0.07, atom 6 (C): 0.38, atom 7 (C): -0.31, atom 8 (C): -0.04, atom 9 (H): 0.47, atom 10 (H): 0.28, atom 11 (H): 0.22, atom 12 (H): 0.18

---

Record 2
Computed, not measured: 2 unconnected molecules or ions with the total composition C3H4FN3S at a distorted geometry, with wB97M-V/def2-TZVPD.

Computed properties:
ΔE to the lowest compared entry with this formula, charge and spin ... 372.63 kJ/mol
LUMO ... -1.3740 eV
HOMO-LUMO gap ... 8.2 eV

```
! wB97M-V def2-TZVPD RIJCOSX def2/J DEFGRID3
* xyz 0 1
S -3.008 1.903 1.239
F -1.770 2.862 1.728
N -0.720 -1.351 -0.731
N -1.831 -0.845 -0.173
N -0.128 0.569 0.162
C 0.304 -0.585 -0.467
C -1.432 0.230 0.390
C 1.734 -0.909 -0.706
H 2.446 -0.030 -0.976
H 0.338 1.181 0.729
H 2.310 -1.172 0.115
H 1.758 -1.853 -1.309
*
```

Mulliken charges in e: atom 1 (S): 0.17, atom 2 (F): -0.23, atom 3 (N): -0.33, atom 4 (N): -0.37, atom 5 (N): -0.14, atom 6 (C): 0.57, atom 7 (C): 0.21, atom 8 (C): -1.04, atom 9 (H): 0.28, atom 10 (H): 0.24, atom 11 (H): 0.32, atom 12 (H): 0.30

---

Record 3
Computed, not measured: 2 unconnected molecules or ions with the total composition C3H4FNO2 at a distorted geometry, with wB97M-V/def2-TZVPD.

Computed properties:
ΔE to the lowest compared entry with this formula, charge and spin ... 481.68 kJ/mol
LUMO (alpha / beta) ... -0.2807 / -0.2935 eV
HOMO-LUMO gap (alpha / beta) ... 7.2 / 7.2 eV

```
! wB97M-V def2-TZVPD RIJCOSX def2/J DEFGRID3
* xyz 0 1
F -1.636 1.142 0.627
O 2.656 -1.515 0.588
O -0.312 -0.936 2.252
N 2.208 -0.437 0.586
C -0.151 0.617 -1.113
C -0.082 -0.527 1.169
C -0.909 0.073 0.083
H 0.459 -0.180 -1.332
H 0.321 1.520 -0.707
H -1.615 -0.630 -0.267
H -0.938 0.872 -1.885
*
```

Mulliken charges in e: atom 1 (F): -0.29, atom 2 (O): -0.20, atom 3 (O): -0.38, atom 4 (N): 0.11, atom 5 (C): -1.16, atom 6 (C): 0.23, atom 7 (C): 0.44, atom 8 (H): 0.40, atom 9 (H): 0.29, atom 10 (H): 0.23, atom 11 (H): 0.33

---

Record 4
Computed, not measured: a molecular structure, C3H4FNO2 at a distorted geometry, with wB97M-V/def2-TZVPD.

Computed properties:
ΔE to the lowest compared entry with this formula, charge and spin ... 528.66 kJ/mol
LUMO ... -1.9490 eV
HOMO-LUMO gap ... 6.6 eV

```
! wB97M-V def2-TZVPD RIJCOSX def2/J DEFGRID3
* xyz 0 1
F -3.694 -0.098 0.387
O -3.406 0.126 2.787
O -1.930 0.906 -2.631
N -3.996 0.582 1.878
C -1.109 -0.919 -1.282
C -0.429 -0.338 0.124
C -1.565 0.162 -1.838
H 0.149 -1.007 0.788
H -1.243 -1.897 -1.697
H -1.267 0.095 0.759
H 0.362 0.476 -0.127
*
```

Mulliken charges in e: atom 1 (F): -0.36, atom 2 (O): -0.10, atom 3 (O): -0.36, atom 4 (N): 0.45, atom 5 (C): -0.52, atom 6 (C): -0.69, atom 7 (C): 0.58, atom 8 (H): 0.31, atom 9 (H): 0.36, atom 10 (H): 0.06, atom 11 (H): 0.26

---

Record 5
Computed, not measured: C3H4FNS in the gas phase at a distorted geometry, with wB97M-V/def2-TZVPD.

Computed properties:
ΔE to the lowest compared entry with this formula, charge and spin ... 214.70 kJ/mol
LUMO ... -0.1386 eV
HOMO-LUMO gap ... 8.4 eV

```
! wB97M-V def2-TZVPD RIJCOSX def2/J DEFGRID3
* xyz 0 1
S 2.854 0.344 0.031
F -0.019 1.419 -0.188
N 1.766 -0.823 -0.230
C -0.539 0.276 -0.009
C -1.880 -0.056 0.049
C 0.463 -0.776 0.002
H -2.419 -1.065 0.362
H 2.272 1.618 0.350
H -2.511 0.801 -0.094
H 0.013 -1.740 -0.273
*
```

Mulliken charges in e: atom 1 (S): -0.13, atom 2 (F): -0.21, atom 3 (N): -0.34, atom 4 (C): 0.79, atom 5 (C): -0.85, atom 6 (C): -0.21, atom 7 (H): 0.26, atom 8 (H): 0.13, atom 9 (H): 0.29, atom 10 (H): 0.26

---

Record 6
Computed, not measured: 2 unconnected molecules or ions with the total composition C3H4FNS at a distorted geometry, with wB97M-V/def2-TZVPD.

Computed properties:
ΔE to the lowest compared entry with this formula, charge and spin ... 14.92 kJ/mol
LUMO (alpha / beta) ... 0.7020 / -2.1570 eV
HOMO-LUMO gap (alpha / beta) ... 7.6 / 6.7 eV

```
! wB97M-V def2-TZVPD RIJCOSX def2/J DEFGRID3
* xyz 0 3
S -1.190 0.098 1.037
F 3.010 1.273 -0.151
N 1.802 -1.811 -0.438
C 2.208 0.474 0.536
C -0.576 0.241 -0.434
C 2.039 -0.786 0.195
H -0.071 1.067 -0.629
H 1.994 0.846 1.418
H -0.726 -0.469 -1.299
H 2.221 -2.666 -0.170
*
```

Mulliken charges in e: atom 1 (S): -0.05, atom 2 (F): -0.25, atom 3 (N): -0.47, atom 4 (C): -0.52, atom 5 (C): -0.79, atom 6 (C): 0.55, atom 7 (H): 0.47, atom 8 (H): 0.44, atom 9 (H): 0.33, atom 10 (H): 0.27

---

Q: Which formula does entry 3 have?
A: C3H4FNO2

---

Q: Look up the ΔE to the lowest compared entry with this formula, charge and spin of the sixth one.
A: 14.92 kJ/mol